Arrangement A

Here is 2 unconnected molecules or ions with the total composition C4H14N2O2 from the Open Molecules 2025 dataset. Energies are from ωB97M-V/def2-TZVPD.

Properties
Charge = 0
Multiplicity = 1
SMILES string = NC[C@H](N)CCO.O
Orbital gap = 10.007 eV
E_LUMO = 0.73 eV

Last column: Löwdin charge in e.
Positions of all 22 atoms, in Å:
N 1.971 -1.876 -1.605  -0.0420
C 0.870 -1.301 -0.748  -0.3084
C 1.357 -0.495 0.465  -0.3051
N 1.958 -1.450 1.548  0.0864
C -0.043 0.112 1.053  -0.1978
C -0.199 0.653 2.404  -0.2852
O 0.231 2.049 2.405  -0.1287
H 2.691 -2.410 -0.951  0.1013
H 2.325 -1.012 -2.151  0.0923
H 0.256 -0.678 -1.442  0.1194
H 0.132 -1.967 -0.447  0.0661
H 1.899 0.394 0.117  0.1238
H 1.884 -0.987 2.399  0.0080
H 2.757 -1.884 1.303  0.0007
H -0.804 -0.895 0.948  0.1710
H -0.402 0.798 0.265  0.1079
H 0.477 0.009 3.066  0.1166
H -1.375 0.861 2.697  0.1686
H 0.962 2.202 3.074  0.1049
O -5.259 1.939 -4.740  -0.0412
H -4.807 1.153 -5.047  0.0313
H -5.193 1.985 -3.806  0.0100

=====

Arrangement B

Here is 3 unconnected molecules or ions with the total composition C4H14N2O2 from the Open Molecules 2025 dataset. Energies are from ωB97M-V/def2-TZVPD.

Properties
Charge = 0
Multiplicity = 1
SMILES string = CC/C(N)=C/N.O.O
Orbital gap = 7.587 eV
E_LUMO = 0.54 eV

Last column: Löwdin charge in e.
Positions of all 22 atoms, in Å:
C -1.343 1.852 -1.215  -0.1022
C -1.503 0.363 -0.881  -0.2341
C -0.231 -0.474 -0.804  -0.3486
N 1.002 -0.041 -1.368  0.0641
C -0.445 -1.788 -0.607  -0.1875
N 0.466 -2.746 -0.206  0.0567
H -0.994 2.325 -0.296  0.0612
H -2.274 2.335 -1.486  0.0662
H -0.613 1.994 -2.007  0.0544
H -2.236 -0.157 -1.507  0.1017
H -2.005 0.325 0.093  0.0947
H 0.954 0.656 -2.090  0.0591
H 1.787 0.108 -0.755  0.0595
H -1.447 -2.193 -0.483  0.1150
H 0.230 -3.711 -0.109  0.0732
H 1.440 -2.532 -0.167  0.0682
O 0.772 1.707 2.824  -0.0362
H 1.174 2.101 2.052  0.0448
H -0.171 1.846 2.695  0.0512
O 2.212 -0.616 2.020  -0.0690
H 1.702 -1.411 2.155  0.0185
H 1.521 0.058 2.143  -0.0108

=====

Arrangement C

Here is 2 unconnected molecules or ions with the total composition C4H14N2O2 from the Open Molecules 2025 dataset. Energies are from ωB97M-V/def2-TZVPD.

Properties
Charge = 0
Multiplicity = 1
SMILES string = NCCNCCO.O
Orbital gap = 9.310 eV
E_LUMO = 0.64 eV

Last column: Löwdin charge in e.
Positions of all 22 atoms, in Å:
N 2.293 -1.604 1.473  -0.0053
C 1.699 -0.860 0.345  -0.2953
C 2.056 0.626 0.332  -0.2117
N 1.140 1.558 -0.346  -0.0664
C -0.247 1.243 -0.525  -0.2388
C -0.722 1.001 -1.951  -0.2638
O -0.748 2.186 -2.751  -0.0600
H 3.240 -1.849 1.196  0.0609
H 2.446 -0.901 2.185  0.0480
H 1.801 -1.386 -0.619  0.1165
H 0.620 -1.015 0.351  0.0803
H 3.028 0.755 -0.141  0.1135
H 2.093 0.960 1.383  0.1074
H 1.575 1.981 -1.142  0.0905
H -0.885 2.130 -0.309  0.1205
H -0.584 0.504 0.195  0.1074
H -0.223 0.173 -2.458  0.1112
H -1.767 0.671 -1.910  0.1177
H 0.171 2.447 -2.823  0.0673
O -4.703 -3.409 2.952  -0.0388
H -4.625 -2.549 2.560  0.0228
H -3.864 -3.834 2.986  0.0160

=====

Which of them is the most stable? Correct choice: arrangement B.

=====

Arrangement A

Here is C6H6N2 in the gas phase from the Open Molecules 2025 dataset. Energies are from ωB97M-V/def2-TZVPD.

Properties
Charge = 0
Multiplicity = 1
SMILES string = C=c1cnncc1=C
Orbital gap = 7.053 eV
E_LUMO = -1.27 eV

Last column: Löwdin charge in e.
Positions of all 14 atoms, in Å:
C 1.259 1.516 -0.223  0.0909
C 0.110 0.713 0.116  -0.2242
C -1.187 1.409 0.163  -0.1325
N -2.228 0.655 0.035  -0.0102
N -2.228 -0.686 -0.195  0.0448
C -1.128 -1.293 -0.036  -0.2140
C 0.073 -0.738 -0.055  -0.2473
C 1.105 -1.722 0.220  0.1698
H 2.393 1.420 -0.596  0.1111
H 1.193 2.571 -0.215  0.0144
H -1.165 2.577 0.745  0.1952
H -1.099 -2.362 -0.311  0.1328
H 0.758 -2.604 -0.047  -0.0064
H 2.146 -1.456 0.400  0.0755

=====

Arrangement B

Here is a molecular structure, C6H6N2 from the Open Molecules 2025 dataset. Energies are from ωB97M-V/def2-TZVPD.

Properties
Charge = 0
Multiplicity = 1
Orbital gap = 9.289 eV
E_LUMO = 0.73 eV

Last column: Löwdin charge in e.
Positions of all 14 atoms, in Å:
C 0.259 0.350 1.577  -0.1037
C 0.072 -1.134 1.523  -0.0751
C -0.107 -1.484 0.219  -0.0753
C -0.102 -0.027 -1.740  -0.1502
C -0.223 1.366 -1.812  -0.0804
C 0.477 0.742 0.095  -0.3711
H 1.287 0.760 1.971  0.1518
H -0.613 0.890 1.954  0.1205
H 0.491 -1.640 2.396  0.1042
H -0.629 -2.482 -0.256  0.1796
H -1.005 -0.884 -2.258  0.1988
H -0.357 2.171 -2.591  0.1083
N 0.207 -0.426 -0.549  -0.1101
N 0.244 1.799 -0.529  0.1029

=====

Which of them is the most stable? Correct choice: arrangement B.

=====

Arrangement A

Here is a molecular structure, C5H7NO2 from the Open Molecules 2025 dataset. Energies are from ωB97M-V/def2-TZVPD.

Properties
Charge = 0
Multiplicity = 1
Orbital gap = 10.590 eV
E_LUMO = 0.86 eV

Last column: Löwdin charge in e.
Positions of all 15 atoms, in Å:
C -0.899 -0.322 -0.219  -0.2997
C -0.411 0.504 0.952  -0.1777
C 0.105 1.525 -0.098  -0.0631
C 0.428 0.255 -0.888  -0.1099
C 1.460 -0.291 0.082  -0.4490
H -0.791 -2.375 -0.724  0.1062
H -0.413 -1.967 0.834  0.0996
H -1.772 0.129 -0.667  0.1433
H -1.042 0.744 1.754  0.1396
H 1.009 2.106 0.198  0.1374
H -0.642 2.175 -0.546  0.1204
H 0.669 0.272 -1.951  0.1490
N -1.072 -1.723 0.051  0.0523
O 2.533 -0.835 -0.082  0.1258
O 0.839 -0.197 1.304  0.0258

=====

Arrangement B

Here is C5H7NO2 in the gas phase from the Open Molecules 2025 dataset. Energies are from ωB97M-V/def2-TZVPD.

Properties
Charge = 0
Multiplicity = 1
SMILES string = CC(=O)C(=O)/C=C\N
Orbital gap = 9.112 eV
E_LUMO = 0.34 eV

Last column: Löwdin charge in e.
Positions of all 15 atoms, in Å:
C -0.383 -0.698 1.908  -0.0174
C -0.632 -0.874 0.436  -0.3991
O -1.709 -1.083 -0.059  0.1141
C 0.800 -1.130 -0.279  -0.3700
O 1.470 -2.115 -0.062  0.0960
C 0.867 -0.181 -1.341  -0.0600
C 0.206 0.993 -1.516  -0.1595
N -0.253 1.885 -0.587  0.1040
H -1.316 -0.634 2.465  0.0862
H 0.183 -1.568 2.246  0.0961
H 0.197 0.207 2.070  0.0823
H 1.366 -0.589 -2.214  0.1129
H 0.318 1.447 -2.506  0.1251
H -0.468 1.584 0.354  0.0860
H -0.646 2.756 -0.915  0.1032

=====

Which of them is the most stable? Correct choice: arrangement A.

=====

Arrangement A

Here is C5H7NO2 in the gas phase from the Open Molecules 2025 dataset. Energies are from ωB97M-V/def2-TZVPD.

Properties
Charge = 0
Multiplicity = 1
SMILES string = CC(=O)N1CCC1=O
Orbital gap (spin up / spin down) = 8.756 / 8.757 eV
E_LUMO (spin up / spin down) = -0.18 / -0.18 eV

Last column: Löwdin charge in e.
Positions of all 15 atoms, in Å:
C 0.169 2.141 -0.117  0.0115
C 1.301 1.121 -0.035  -0.1653
O 2.854 1.614 -0.183  -0.2267
N 1.086 -0.164 0.079  0.0037
C -0.173 -0.869 0.186  -0.1321
C 0.568 -2.211 0.150  -0.0164
C 1.818 -1.357 -0.080  -0.3828
O 2.987 -1.539 -0.094  0.1807
H 0.194 2.762 -1.056  0.1230
H -0.698 1.549 -0.009  0.0445
H 0.385 2.799 0.627  0.0508
H -0.973 -0.653 -0.667  0.1642
H -0.729 -0.632 1.092  0.1199
H 0.364 -2.963 -0.658  0.1434
H 0.622 -2.647 1.062  0.0817

=====

Arrangement B

Here is a molecular structure, C5H7NO2 from the Open Molecules 2025 dataset. Energies are from ωB97M-V/def2-TZVPD.

Properties
Charge = 0
Multiplicity = 1
Orbital gap = 7.350 eV
E_LUMO = -1.06 eV

Last column: Löwdin charge in e.
Positions of all 15 atoms, in Å:
C 2.223 0.135 -0.091  -0.0419
C 0.726 -0.347 -0.156  -0.2250
C 0.410 -1.658 0.029  -0.0766
C -1.450 -0.448 -0.191  -0.5190
C -0.499 0.407 -0.108  -0.3222
H 2.248 0.950 0.548  0.0111
H 2.648 -0.892 0.537  0.1398
H 2.702 0.436 -1.159  0.1132
H 1.111 -2.546 -0.126  0.1554
H -3.145 -0.034 1.059  0.3238
H -1.814 1.801 0.680  0.1729
H -0.787 2.444 -0.919  0.1756
N -0.658 1.831 0.136  0.0190
O -0.957 -1.688 0.071  0.0484
O -2.757 -0.390 -0.307  0.0257

=====

Arrangement C

Here is C5H7NO2 in the gas phase from the Open Molecules 2025 dataset. Energies are from ωB97M-V/def2-TZVPD.

Properties
Charge = 0
Multiplicity = 1
SMILES string = NC(=O)C/C=C\C=O
Orbital gap = 9.685 eV
E_LUMO = -0.11 eV

Last column: Löwdin charge in e.
Positions of all 15 atoms, in Å:
N -1.412 1.522 -0.253  0.1573
C -1.737 0.211 0.071  -0.5306
O -2.758 -0.329 -0.299  0.0490
C -0.636 -0.442 0.964  -0.0788
C 0.184 -1.252 -0.059  -0.0968
C 1.409 -0.942 -0.409  -0.0769
C 2.080 0.413 -0.174  -0.2282
O 1.491 1.337 0.299  0.0195
H -2.081 1.912 -0.967  0.1373
H -0.485 1.848 -0.177  0.0471
H -1.043 -1.212 1.648  0.1274
H 0.146 0.236 1.366  0.1017
H -0.311 -2.209 -0.529  0.1568
H 2.010 -1.563 -1.118  0.1071
H 3.144 0.468 -0.362  0.1080

=====

Which of them is the most stable? Correct choice: arrangement C.